(1)
127
Properties=species:S:1:pos:R:3:mulliken_charge:R:1 method="wB97M-V/def2-TZVPD" e_lumo_ev=-1.53 orbital_gap_ev=5.3
C -16.400 -20.176 -15.547 -0.590
C -15.394 -21.252 -15.795 0.681
O -15.733 -22.349 -16.302 -0.528
N -13.968 -21.077 -15.332 2.123
H -13.722 -20.518 -14.528 0.019
H -13.709 -21.999 -15.011 -0.634
C -13.118 -20.792 -16.571 -0.841
H -16.101 -19.133 -15.446 0.202
H -16.748 -20.437 -14.547 -0.200
H -17.270 -20.190 -16.204 0.454
H -13.714 -20.291 -17.334 0.393
H -12.886 -21.780 -16.968 0.358
H -12.201 -20.262 -16.314 0.346
C -18.873 -21.210 -8.954 -0.951
C -19.887 -22.274 -9.357 0.345
O -20.717 -22.208 -10.239 -0.391
N -19.510 -23.617 -8.807 -0.062
H -19.074 -23.442 -7.913 0.382
H -20.367 -23.932 -8.374 0.371
C -18.821 -24.541 -9.775 -0.762
H -17.905 -21.622 -9.240 0.224
H -18.945 -20.904 -7.911 0.460
H -18.848 -20.322 -9.586 0.375
H -17.767 -24.437 -9.520 0.259
H -19.033 -24.389 -10.833 0.324
H -19.011 -25.579 -9.501 0.411
C -12.298 -15.633 -13.365 -0.788
C -12.449 -14.934 -11.983 0.631
O -12.772 -13.757 -11.914 -0.527
N -11.791 -15.624 -10.838 0.852
H -12.356 -16.192 -10.222 -0.086
H -11.255 -16.384 -11.232 -0.254
C -10.804 -14.748 -9.972 -0.786
H -13.243 -15.910 -13.832 0.289
H -11.684 -16.527 -13.255 0.165
H -11.935 -14.934 -14.118 0.487
H -10.052 -14.535 -10.732 0.394
H -10.385 -15.443 -9.245 0.233
H -11.344 -13.836 -9.717 0.354
C -11.630 -20.664 -10.407 0.828
C -10.153 -21.019 -10.175 0.257
O -9.781 -22.068 -9.755 -0.528
N -8.994 -19.976 -10.399 0.363
H -8.580 -20.158 -11.302 0.391
H -9.360 -19.040 -10.492 -0.091
C -7.961 -20.043 -9.230 -0.837
H -11.768 -19.788 -11.041 -0.120
H -12.016 -20.646 -9.388 0.424
H -12.076 -21.535 -10.885 -0.706
H -7.127 -19.360 -9.389 0.333
H -7.781 -21.076 -8.932 0.382
H -8.547 -19.824 -8.337 0.365
C -13.076 -24.384 -10.836 -0.405
C -14.338 -23.557 -10.626 0.686
O -14.893 -23.299 -9.536 -0.562
N -14.801 -22.703 -11.800 2.412
H -14.833 -21.738 -11.501 0.039
H -14.101 -22.865 -12.510 -0.234
C -16.070 -23.285 -12.474 -0.640
H -13.201 -25.439 -11.078 0.291
H -12.465 -24.320 -9.935 0.371
H -12.523 -23.832 -11.596 -0.285
H -16.039 -23.007 -13.527 0.168
H -16.989 -23.182 -11.897 -0.272
H -15.762 -24.331 -12.489 0.658
C -9.018 -18.410 -16.672 -0.654
C -8.072 -17.506 -15.963 0.360
O -8.281 -16.287 -16.049 -0.456
N -6.895 -18.120 -15.202 0.069
H -7.083 -17.812 -14.259 0.212
H -6.943 -19.129 -15.170 0.412
C -5.491 -17.652 -15.809 -0.764
H -9.973 -18.506 -16.154 0.052
H -8.696 -19.410 -16.961 0.420
H -9.281 -17.837 -17.561 0.316
H -5.386 -16.606 -15.518 0.337
H -5.528 -17.695 -16.897 0.344
H -4.804 -18.359 -15.344 0.360
C -15.345 -19.067 -7.391 -0.905
C -16.370 -18.356 -8.241 0.842
O -17.636 -18.367 -8.071 -0.603
N -15.859 -17.361 -9.294 1.369
H -14.984 -17.572 -9.752 -0.534
H -16.461 -17.208 -10.091 0.148
C -15.648 -16.099 -8.513 -0.765
H -14.947 -20.003 -7.783 0.133
H -15.862 -19.300 -6.461 0.448
H -14.515 -18.421 -7.104 0.171
H -16.641 -15.652 -8.499 0.376
H -14.989 -15.478 -9.119 0.260
H -15.253 -16.222 -7.504 0.364
P -12.854 -16.996 -17.429 1.394
F -11.731 -16.396 -18.529 -0.441
F -12.058 -18.411 -17.493 -0.361
F -11.912 -16.416 -16.217 -0.398
F -14.077 -17.322 -16.400 -0.349
F -13.560 -15.480 -17.619 -0.421
F -13.706 -17.434 -18.746 -0.398
N -13.061 -23.253 -13.844 -0.904
S -13.238 -24.707 -14.804 1.027
O -12.905 -25.907 -14.120 -0.556
O -13.044 -24.497 -16.220 -0.546
F -14.876 -24.796 -14.798 -0.295
S -11.579 -23.221 -14.100 0.738
O -11.162 -22.542 -15.346 -0.605
O -10.718 -24.282 -13.438 -0.670
F -11.223 -22.120 -13.037 -0.140
N -14.069 -19.145 -11.820 0.721
O -14.877 -19.948 -11.303 -1.519
O -13.963 -18.013 -11.330 -0.463
O -13.437 -19.519 -12.801 -1.084
N -18.873 -21.140 -12.995 0.878
O -17.901 -20.793 -12.334 -0.433
O -19.790 -20.333 -13.198 -0.697
O -19.034 -22.244 -13.469 -0.676
N -17.022 -16.059 -12.551 1.084
O -17.522 -16.837 -11.709 -0.798
O -17.555 -15.830 -13.635 -0.714
O -16.045 -15.514 -12.195 -0.612
N -11.593 -17.386 -7.740 0.785
O -10.449 -17.013 -7.414 -0.730
O -11.721 -18.330 -8.498 -0.462
O -12.578 -16.773 -7.516 -0.564
N -8.387 -16.920 -11.932 1.152
O -7.517 -17.712 -12.321 -0.933
O -9.500 -17.318 -11.604 -0.710
O -8.107 -15.767 -11.850 -0.632

(2)
95
Properties=species:S:1:pos:R:3:mulliken_charge:R:1 method="wB97M-V/def2-TZVPD" e_lumo_ev=-0.82 orbital_gap_ev=7.1
C 5.840 4.377 1.084 -0.991
C 4.812 4.835 -0.094 -0.347
C 4.190 3.528 -0.850 -0.748
Si 2.596 2.891 0.054 0.425
O 1.225 3.144 -0.971 -0.047
Si -0.270 2.603 -0.298 -0.016
C -1.498 2.513 -1.816 -0.377
O -0.803 2.964 -3.032 -0.219
O -0.713 4.327 -3.027 -0.408
C -1.106 3.814 0.933 -0.236
C -0.208 4.313 2.143 0.255
O -0.280 3.951 3.326 -0.476
F 0.773 5.342 1.857 -0.261
C -0.219 0.770 0.349 -0.633
I 0.285 0.618 2.473 0.080
C 0.614 -0.221 -0.616 0.181
C 1.621 -1.218 0.130 -1.349
H 5.314 3.784 1.907 0.250
H 6.729 3.769 0.667 0.288
H 6.254 5.338 1.575 0.319
H 3.967 5.407 0.421 0.208
H 5.409 5.502 -0.804 0.337
H 3.816 3.902 -1.877 0.264
H 4.977 2.705 -0.925 0.380
H 2.857 1.464 0.336 -0.175
H 2.550 3.579 1.341 -0.168
H -2.399 3.194 -1.621 0.364
H -1.804 1.422 -2.041 0.130
H 0.249 4.546 -3.154 0.313
H -1.454 4.764 0.369 0.380
H -2.075 3.326 1.321 0.359
H -1.324 0.425 0.276 0.531
H -0.145 -0.885 -1.185 0.260
H 1.148 0.387 -1.444 0.210
H 2.057 -1.987 -0.621 0.385
H 1.109 -1.864 0.939 0.306
H 2.546 -0.673 0.559 0.180
O 3.259 -2.380 3.009 -0.696
P 4.223 -3.422 3.602 0.811
N 2.954 -4.496 4.000 0.203
C 2.586 -5.022 5.298 -0.978
C 2.301 -5.173 2.885 -0.826
N 4.623 -2.438 4.972 0.096
C 4.489 -2.844 6.364 -1.035
C 4.270 -1.016 4.891 -0.978
N 5.398 -4.604 4.219 -0.061
C 6.752 -4.156 3.782 -1.180
C 5.338 -6.018 3.822 -1.063
H 3.442 -5.385 5.874 0.327
H 1.911 -5.880 5.227 0.381
H 2.059 -4.272 5.893 0.243
H 2.977 -5.898 2.414 0.255
H 2.002 -4.457 2.115 0.102
H 1.396 -5.711 3.179 0.384
H 3.449 -2.800 6.701 0.299
H 5.064 -2.174 7.014 0.401
H 4.892 -3.837 6.559 0.285
H 3.191 -0.868 5.023 0.306
H 4.571 -0.588 3.933 0.289
H 4.784 -0.430 5.658 0.313
H 6.833 -4.189 2.688 0.383
H 7.538 -4.787 4.205 0.391
H 6.957 -3.133 4.097 0.336
H 5.391 -6.135 2.730 0.372
H 4.444 -6.531 4.178 0.329
H 6.170 -6.569 4.271 0.358
O -4.467 0.536 -2.765 -0.770
P -5.669 1.013 -3.600 0.857
N -6.470 -0.492 -3.462 0.127
C -6.898 -1.390 -4.515 -0.973
C -7.022 -0.818 -2.152 -0.974
N -4.764 1.078 -5.076 0.158
C -5.115 0.386 -6.307 -1.016
C -3.302 1.051 -4.956 -0.860
N -7.049 1.648 -4.522 -0.051
C -6.880 3.127 -4.615 -1.176
C -8.430 1.469 -4.050 -1.076
H -7.413 -0.879 -5.333 0.331
H -7.608 -2.142 -4.161 0.366
H -6.052 -1.945 -4.927 0.261
H -7.871 -0.166 -1.909 0.263
H -6.272 -0.683 -1.368 0.226
H -7.370 -1.851 -2.076 0.406
H -4.863 -0.678 -6.261 0.310
H -4.561 0.808 -7.154 0.380
H -6.165 0.499 -6.575 0.293
H -2.945 0.043 -4.709 0.312
H -2.956 1.747 -4.189 0.101
H -2.814 1.360 -5.884 0.330
H -6.943 3.584 -3.619 0.382
H -7.646 3.578 -5.251 0.393
H -5.912 3.394 -5.039 0.332
H -8.570 1.884 -3.042 0.373
H -8.754 0.428 -4.039 0.332
H -9.126 1.968 -4.730 0.361